Molecular formula: C22H35Br2FN3O7P2
Method: DFT, the ωB97M-V functional and the def2-TZVPD basis

Total charge: +1
HOMO-LUMO gap in eV: 6.482
DFT total energy in eV: -203537.5115

Bonds (Å) are listed after each position.
Geometry (Å):
1 C 2.700 1.887 -1.646  N2 1.533, H34 1.184, H35 1.179, H36 1.177
2 N 1.470 1.578 -0.784  C1 1.533, C3 1.538, H37 1.044
3 C 0.477 0.771 -1.639  N2 1.538, C4 1.639, H38 1.174, H39 1.192
4 C -0.864 0.457 -0.751  C3 1.639, P5 1.949, C10 1.639, C21 1.637
5 P -1.990 1.965 -1.257  C4 1.949, P6 2.197, H40 1.442
6 P -2.516 1.860 -3.388  P5 2.197, O7 1.609, O8 1.744, O9 1.742
7 O -1.891 3.156 -4.108  P6 1.609
8 O -4.239 1.951 -3.643  P6 1.744, H41 1.014
9 O -1.862 0.477 -4.219  P6 1.742, H42 1.003
10 C -1.841 -0.802 -1.134  C4 1.639, O11 1.479, C14 1.672, H43 1.170
11 O -1.298 -2.178 -1.156  C10 1.479, C12 1.501
12 C -1.243 -2.627 -2.588  O11 1.501, N13 1.317
13 N -0.693 -2.994 -3.727  C12 1.317
14 C -2.856 -0.740 0.194  C10 1.672, N15 1.543, H44 1.194, H45 1.180
15 N -2.117 -0.161 1.419  C14 1.543, F16 1.354, C17 1.538, C21 1.512
16 F -2.247 -1.166 2.317  N15 1.354
17 C -2.791 1.023 2.133  N15 1.538, C18 1.659, H46 1.173, H47 1.186
18 C -2.142 1.320 3.631  C17 1.659, O19 1.362, O20 1.471
19 O -1.392 2.450 3.761  C18 1.362
20 O -2.355 0.495 4.830  C18 1.471, H48 1.010
21 C -0.758 0.200 0.863  C4 1.637, N15 1.512, C22 1.672, H49 1.194
22 C 0.586 -0.590 1.466  C21 1.672, O23 1.466, H50 1.194, H51 1.170
23 O 1.190 -1.513 0.501  C22 1.466, C24 1.464
24 C 2.621 -1.735 0.719  O23 1.464, C25 1.638, C30 1.673
25 C 3.777 -0.610 1.003  C24 1.638, C26 1.642, H52 1.194
26 C 5.377 -0.889 1.238  C25 1.642, C27 1.643, C28 1.641
27 C 6.438 0.323 1.560  C26 1.643, H53 1.170, H54 1.180, H55 1.191
28 C 5.907 -2.439 1.145  C26 1.641, C29 1.642, H56 1.183
29 C 4.799 -3.604 0.816  C28 1.642, C30 1.672, H57 1.192
30 C 3.165 -3.313 0.617  C24 1.673, C29 1.672, C31 1.638
31 C 2.213 -4.607 0.292  C30 1.638, C32 1.643, C33 1.643, H58 1.194
32 C 1.213 -4.824 1.578  C31 1.643, H59 1.193, H60 1.171, H61 1.181
33 C 1.457 -4.564 -1.166  C31 1.643, H62 1.192, H63 1.171, H64 1.172
34 H 2.687 3.034 -1.940  C1 1.184
35 H 3.700 1.720 -1.045  C1 1.179
36 H 2.715 1.165 -2.576  C1 1.177
37 H 0.963 2.470 -0.595  N2 1.044
38 H 0.228 1.417 -2.587  C3 1.174
39 H 0.978 -0.260 -1.965  C3 1.192
40 H -3.256 1.914 -0.569  P5 1.442
41 H -4.539 1.276 -4.338  O8 1.014
42 H -0.872 0.554 -4.353  O9 1.003
43 H -2.601 -0.721 -2.021  C10 1.170
44 H -3.931 -0.254 0.015  C14 1.194
45 H -3.076 -1.854 0.515  C14 1.180
46 H -2.704 2.032 1.541  C17 1.173
47 H -3.951 0.819 2.270  C17 1.186
48 H -1.852 0.966 5.568  O20 1.010
49 H -0.627 1.315 1.271  C21 1.194
50 H 0.307 -1.244 2.426  C22 1.194
51 H 1.283 0.263 1.859  C22 1.170
52 H 3.403 0.522 1.065  C25 1.194
53 H 6.751 0.888 0.584  C27 1.170
54 H 7.377 -0.131 2.112  C27 1.180
55 H 5.902 1.026 2.358  C27 1.191
56 H 7.043 -2.738 1.289  C28 1.183
57 H 5.221 -4.715 0.720  C29 1.192
58 H 2.925 -5.564 0.266  C31 1.194
59 H 1.899 -4.731 2.551  C32 1.193
60 H 0.661 -5.856 1.600  C32 1.171
61 H 0.492 -3.889 1.604  C32 1.181
62 H 1.427 -5.678 -1.588  C33 1.192
63 H 2.005 -3.926 -1.982  C33 1.171
64 H 0.342 -4.258 -0.970  C33 1.172
65 Br -3.841 5.062 -2.173  C66 1.950
66 C -5.286 5.281 -0.881  Br65 1.950, C67 1.511, H69 1.093, H70 1.094
67 C -4.777 5.864 0.416  C66 1.511, Br68 1.951, H71 1.094, H72 1.093
68 Br -3.847 4.518 1.478  C67 1.951
69 H -5.759 4.302 -0.762  C66 1.093
70 H -5.993 5.965 -1.359  C66 1.094
71 H -5.609 6.194 1.043  C67 1.094
72 H -4.081 6.696 0.275  C67 1.093